Computed, not measured: a molecular structure, C40H47FNO9P2S2TeTl in a non-equilibrium geometry, with ωB97M-V/def2-TZVPD.

As for the energy above the lowest of the compared OMol25 structures with the same formula, charge and spin: 38.7 kcal/mol. The value obtained for the HOMO energy is -0.131 eV. The charge is -2.

Last column: Löwdin charge in e.
Cartesian coordinates (Å):
1 Tl -0.007 -1.242 0.474  0.851
2 O 0.303 -3.228 -3.161  -0.143
3 P -0.530 -4.086 -2.073  0.181
4 O -0.907 -5.396 -2.672  -0.317
5 O -1.668 -3.211 -1.580  -0.395
6 O 0.439 -4.269 -0.824  -0.302
7 P 2.050 -4.082 -0.411  0.180
8 O 2.768 -4.075 -1.860  -0.157
9 O 2.428 -5.302 0.319  -0.312
10 O 2.226 -2.723 0.216  -0.465
11 H 0.487 -3.831 -3.896  0.076
12 H 2.493 -3.276 -2.344  0.041
13 O 1.967 -0.107 2.351  -0.585
14 S 3.275 -0.794 2.157  0.983
15 C 4.028 -0.208 0.595  -0.310
16 C 3.947 1.285 0.314  -0.191
17 C 2.531 1.782 -0.041  -0.238
18 C 2.001 2.807 0.948  -0.315
19 S 0.196 3.060 0.778  0.953
20 O -0.447 1.719 0.821  -0.663
21 C 0.194 3.566 -0.949  -0.375
22 C 0.182 4.926 -1.234  -0.101
23 C -0.009 5.351 -2.539  -0.099
24 C -0.179 4.413 -3.550  -0.089
25 C -0.141 3.056 -3.258  -0.078
26 C 0.038 2.624 -1.953  -0.086
27 C 4.412 0.126 3.250  -0.361
28 C 5.763 -0.186 3.351  -0.085
29 C 6.560 0.490 4.262  -0.097
30 C 6.014 1.463 5.090  -0.108
31 C 4.658 1.753 5.005  -0.088
32 C 3.862 1.081 4.089  -0.085
33 H 3.508 -0.788 -0.170  0.056
34 H 5.064 -0.551 0.664  0.089
35 H 4.605 1.486 -0.533  0.095
36 H 4.337 1.842 1.175  0.105
37 H 1.844 0.937 -0.043  0.044
38 H 2.539 2.202 -1.046  0.100
39 H 2.455 3.796 0.829  0.096
40 H 2.137 2.464 1.976  0.067
41 H 0.329 5.637 -0.427  0.100
42 H -0.037 6.409 -2.769  0.094
43 H -0.331 4.741 -4.571  0.097
44 H -0.263 2.324 -4.046  0.109
45 H 0.082 1.570 -1.711  0.078
46 H 6.195 -0.955 2.720  0.110
47 H 7.616 0.257 4.330  0.097
48 H 6.639 1.975 5.811  0.092
49 H 4.223 2.501 5.656  0.097
50 H 2.798 1.273 4.008  0.099
51 C -4.543 1.507 -1.531  -0.416
52 Te -2.873 0.288 -0.828  1.306
53 C -3.552 1.017 1.083  -0.390
54 C -4.985 1.428 0.921  -0.280
55 C -5.829 1.599 2.016  -0.043
56 C -7.152 1.978 1.842  -0.106
57 C -7.647 2.194 0.563  -0.110
58 C -6.810 2.037 -0.533  -0.057
59 C -5.480 1.659 -0.366  -0.295
60 H -5.036 1.048 -2.388  0.046
61 H -4.170 2.486 -1.842  0.053
62 H -2.924 1.856 1.383  0.051
63 H -3.430 0.237 1.835  0.054
64 H -5.444 1.426 3.015  0.113
65 H -7.801 2.101 2.701  0.092
66 H -8.681 2.485 0.417  0.091
67 H -7.188 2.208 -1.535  0.106
68 C -4.671 -2.638 0.187  -0.061
69 N -3.573 -3.417 -0.416  -0.221
70 C -4.064 -4.206 -1.562  -0.026
71 C -2.850 -4.287 0.580  -0.092
72 C -2.646 -3.621 1.922  -0.286
73 C -3.371 -4.122 3.003  -0.086
74 C -3.246 -3.548 4.260  -0.129
75 C -2.385 -2.471 4.416  -0.129
76 C -1.682 -1.981 3.320  -0.173
77 C -1.773 -2.519 2.025  -0.174
78 H -5.113 -1.996 -0.570  0.067
79 H -4.286 -2.031 0.998  0.070
80 H -5.423 -3.328 0.579  0.099
81 H -2.803 -2.796 -0.836  0.038
82 H -4.745 -4.984 -1.213  0.095
83 H -3.209 -4.639 -2.083  0.077
84 H -4.589 -3.539 -2.244  0.098
85 H -1.887 -4.539 0.139  0.111
86 H -3.442 -5.199 0.698  0.122
87 H -4.035 -4.974 2.870  0.095
88 H -3.810 -3.933 5.103  0.082
89 H -2.254 -2.023 5.397  0.084
90 H -1.020 -1.128 3.479  0.075
91 F 6.420 3.458 -4.693  -0.055
92 C 5.438 2.597 -4.206  -0.332
93 C 5.800 1.534 -3.394  -0.082
94 C 4.836 0.657 -2.936  -0.103
95 C 3.440 0.788 -3.284  -0.376
96 C 2.475 -0.106 -2.862  -0.063
97 C 3.136 1.947 -4.091  -0.087
98 C 4.112 2.812 -4.544  -0.080
99 H 6.844 1.415 -3.120  0.097
100 H 5.128 -0.181 -2.311  0.094
101 H 2.728 -0.960 -2.242  0.009
102 H 1.435 -0.005 -3.149  0.023
103 H 2.099 2.131 -4.346  0.068
104 H 3.854 3.671 -5.156  0.095


Computed, not measured: a single C5H10N2 molecule in a non-equilibrium geometry, with ωB97M-V/def2-TZVPD.

The structure (SMILES) is [H]/N=C/C(C)=C(\C)N. As for the energy above the lowest of the compared OMol25 structures with the same formula, charge and spin: 91.6 kcal/mol. The value obtained for the HOMO energy is -6.428 eV.

Last column: Löwdin charge in e.
Cartesian coordinates (Å):
1 H -1.301 -3.223 0.834  0.022
2 N -1.582 -2.415 0.279  0.031
3 C -0.735 -1.466 0.310  -0.342
4 C -0.644 -0.154 -0.164  -0.351
5 C -1.774 0.805 -0.362  -0.076
6 C 0.761 0.109 -0.123  -0.325
7 C 1.349 1.015 0.941  -0.017
8 N 1.527 0.009 -1.259  0.190
9 H 0.535 -1.535 0.531  0.151
10 H -2.732 0.283 -0.328  0.077
11 H -1.707 1.300 -1.337  0.063
12 H -1.786 1.594 0.396  0.062
13 H 1.289 2.055 0.598  0.100
14 H 0.793 0.930 1.874  0.095
15 H 2.406 0.794 1.117  0.080
16 H 1.150 -0.521 -2.032  0.128
17 H 2.450 0.419 -1.274  0.113


Computed, not measured: a molecular structure, C3H6N in a non-equilibrium geometry, with ωB97M-V/def2-TZVPD.

As for the energy above the lowest of the compared OMol25 structures with the same formula, charge and spin: 76.8 kcal/mol. The value obtained for the HOMO energy is -16.869 eV. The charge is +1.

Last column: Löwdin charge in e.
Cartesian coordinates (Å):
1 C 1.067 0.009 -0.891  0.135
2 C 1.194 -0.037 0.623  0.010
3 C -1.445 -0.072 -0.020  0.041
4 N -0.019 0.010 -0.223  -0.061
5 H 1.633 0.113 -2.211  0.303
6 H 1.415 -0.899 1.208  0.110
7 H 1.484 0.748 1.268  0.105
8 H -2.026 -0.811 -0.527  0.107
9 H -1.873 0.892 -0.325  0.117
10 H -1.431 0.046 1.098  0.134


Computed, not measured: 3 unconnected molecules or ions with the total composition C16H31ClO3 in a non-equilibrium geometry, with ωB97M-V/def2-TZVPD.

The value obtained for the HOMO energy is 1.902 eV. The charge is -2.

Last column: Löwdin charge in e.
Cartesian coordinates (Å):
1 O -1.024 -1.091 1.053  -0.142
2 C -1.276 0.056 1.501  -0.789
3 O -1.624 0.198 2.746  -0.221
4 C -1.241 1.361 0.658  -0.217
5 C 0.228 1.948 0.762  -0.279
6 C 1.149 0.935 0.024  -0.760
7 O 2.008 0.316 0.549  -0.013
8 Cl 0.916 0.628 -1.799  0.481
9 H -1.376 1.153 -0.431  -0.022
10 H 0.292 2.961 0.306  0.066
11 H 0.471 1.972 1.844  0.094
12 C -6.615 -2.127 6.676  -0.132
13 C -5.168 -1.662 6.547  -0.280
14 C -4.895 -0.866 5.271  -0.224
15 C -5.114 -1.629 3.966  -0.228
16 C -4.293 -2.909 3.816  -0.281
17 C -2.790 -2.654 3.813  -0.108
18 H -6.890 -2.814 5.873  0.060
19 H -6.764 -2.651 7.625  0.056
20 H -7.302 -1.276 6.652  0.066
21 H -4.500 -2.526 6.608  0.095
22 H -4.930 -1.028 7.408  0.096
23 H -3.869 -0.491 5.302  0.110
24 H -5.538 0.023 5.264  0.105
25 H -4.879 -0.959 3.134  0.120
26 H -6.179 -1.877 3.861  0.090
27 H -4.568 -3.386 2.869  0.097
28 H -4.550 -3.627 4.607  0.082
29 H -2.511 -1.961 3.012  0.050
30 H -2.247 -3.591 3.655  0.063
31 H -2.451 -2.233 4.762  0.064
32 C 2.602 0.684 -5.000  -0.128
33 C 4.046 0.350 -4.649  -0.269
34 C 4.863 1.568 -4.221  -0.225
35 C 5.023 2.654 -5.286  -0.233
36 C 5.659 2.193 -6.598  -0.279
37 C 7.085 1.680 -6.432  -0.123
38 H 2.540 1.357 -5.861  0.060
39 H 2.055 -0.226 -5.253  0.071
40 H 2.097 1.156 -4.155  0.012
41 H 4.525 -0.154 -5.497  0.091
42 H 4.044 -0.370 -3.826  0.108
43 H 5.852 1.230 -3.893  0.098
44 H 4.393 2.015 -3.340  0.117
45 H 5.629 3.465 -4.865  0.105
46 H 4.046 3.094 -5.506  0.101
47 H 5.674 3.041 -7.290  0.098
48 H 5.042 1.423 -7.070  0.097
49 H 7.726 2.445 -5.990  0.070
50 H 7.505 1.409 -7.404  0.062
51 H 7.122 0.791 -5.799  0.064


Computed, not measured: a single C4H13N3O molecule in a non-equilibrium geometry, with ωB97M-V/def2-TZVPD.

The structure (SMILES) is NCC(O)(CN)CN. As for the energy above the lowest of the compared OMol25 structures with the same formula, charge and spin: 107.1 kcal/mol. The value obtained for the HOMO energy is -8.801 eV.

Last column: Löwdin charge in e.
Cartesian coordinates (Å):
1 N 1.035 0.728 1.928  -0.021
2 C 1.142 1.019 0.473  -0.193
3 C -0.166 0.266 -0.188  -0.618
4 O -1.244 0.628 0.641  -0.150
5 C -0.336 0.674 -1.603  -0.247
6 N -1.606 0.062 -2.201  -0.021
7 C 0.103 -1.336 -0.019  -0.187
8 N -0.202 -1.646 1.437  -0.063
9 H 1.553 1.436 2.342  0.039
10 H 1.316 -0.253 2.159  0.084
11 H 0.806 2.154 0.238  0.154
12 H 2.014 0.661 -0.140  0.101
13 H -0.868 0.522 1.760  0.208
14 H -0.191 1.841 -1.990  0.156
15 H 0.721 0.133 -1.890  0.147
16 H -1.571 0.067 -3.352  0.142
17 H -2.332 0.579 -1.779  0.024
18 H 1.357 -1.461 -0.099  0.152
19 H -0.372 -1.882 -0.905  0.106
20 H -1.246 -1.539 1.688  0.108
21 H 0.087 -2.652 1.501  0.079


Computed, not measured: a molecular structure, C2H3F2I in a non-equilibrium geometry, with ωB97M-V/def2-TZVPD.

As for the energy above the lowest of the compared OMol25 structures with the same formula, charge and spin: 62.0 kcal/mol. The value obtained for the HOMO energy is -8.979 eV.

Last column: Löwdin charge in e.
Cartesian coordinates (Å):
1 C -0.043 -0.138 0.012  -0.497
2 C -4.019 1.147 -0.571  -0.366
3 F -5.100 0.486 -0.190  -0.023
4 F -3.809 2.029 0.396  -0.028
5 I -2.132 -0.705 0.012  0.935
6 H 0.422 -0.633 -0.830  -0.009
7 H 0.024 0.938 -0.061  -0.002
8 H 0.367 -0.497 0.950  -0.010


What HOMO-LUMO gap values result from the calculations? In sequence: 3.54, 6.27, 11.62, 2.08, 9.76, 9.12 eV.
What calculated total energy values result from the calculations? In sequence: -117117.605, -8323.361, -4686.786, -35757.346, -10873.035, -15655.466 eV.